The following is a DFT calculation (ωB97M-V/def2-TZVPD) of a structure of composition C30H59Br24O5P.

E_tot	-63672.37533	Ha
HOMO-LUMO gap	9.71	eV
LUMO energy	0.3	eV
HOMO	-9.38	eV
net charge	0

Cartesian coordinates (Å):
1 C 0.7234 0.0845 3.3534
2 C 1.9112 0.0345 2.4425
3 O 1.7767 -0.2782 1.2874
4 O 3.1650 0.3163 2.8730
5 C 3.5521 -0.1508 4.1657
6 C 3.4961 -1.6637 4.3427
7 C 4.7626 -2.3910 3.8767
8 O 5.1392 -2.0824 2.5196
9 C 4.0780 -2.2008 1.6928
10 O 3.3571 -3.1566 1.6670
11 P 4.5617 -4.1926 4.2076
12 O 5.2092 -4.5953 5.4754
13 H 0.6728 -0.7706 4.0241
14 H -0.1367 0.0029 2.7026
15 H 0.6208 1.0164 3.8999
16 H 4.5895 0.1508 4.2698
17 H 3.0273 0.3541 4.9764
18 H 3.4052 -1.8501 5.4145
19 H 2.6280 -2.1380 3.8865
20 H 5.5788 -2.0683 4.5229
21 H 3.8558 -1.3375 1.0681
22 H 3.1671 -4.3814 4.2614
23 H 4.9901 -4.9022 3.0741
24 Br 6.8548 -0.8133 6.3746
25 C 7.9181 0.7783 6.0063
26 C 7.2689 2.0380 6.5124
27 Br 5.8119 2.6286 5.3712
28 H 8.0946 0.7937 4.9362
29 H 8.8580 0.6102 6.5266
30 H 7.9839 2.8571 6.5032
31 H 6.8588 1.9249 7.5102
32 Br 4.5998 -3.6546 -0.2969
33 C 4.5586 -5.0579 -1.6770
34 C 5.7622 -5.0987 -2.5791
35 Br 5.6646 -3.6451 -3.8679
36 H 3.6436 -4.8871 -2.2357
37 H 4.4761 -5.9810 -1.1075
38 H 5.7737 -6.0147 -3.1668
39 H 6.7059 -4.9992 -2.0539
40 Br 1.3442 -4.4901 -4.5370
41 C 2.1897 -3.3397 -5.8549
42 C 1.8597 -3.7612 -7.2576
43 Br 2.8700 -5.3400 -7.7847
44 H 3.2548 -3.3597 -5.6478
45 H 1.7994 -2.3433 -5.6577
46 H 2.1516 -2.9839 -7.9599
47 H 0.8105 -4.0003 -7.3948
48 Br -3.9242 1.1066 -0.2182
49 C -2.8269 2.7059 -0.0188
50 C -1.5647 2.4060 0.7342
51 Br -1.8626 2.2366 2.6576
52 H -3.4414 3.4592 0.4628
53 H -2.6046 3.0214 -1.0360
54 H -0.8599 3.2289 0.6336
55 H -1.0944 1.4841 0.4128
56 Br -2.9600 4.5538 -3.1741
57 C -1.8595 6.1500 -2.9850
58 C -0.5960 5.8621 -2.2250
59 Br -0.9345 5.7038 -0.3134
60 H -2.4761 6.9049 -2.5084
61 H -1.6312 6.4608 -4.0014
62 H 0.1046 6.6880 -2.3224
63 H -0.1151 4.9414 -2.5389
64 Br -2.8464 9.8819 -1.3714
65 C -3.7637 10.6718 -2.8930
66 C -3.9682 9.6699 -3.9967
67 Br -2.3218 9.3441 -4.9848
68 H -3.1768 11.5283 -3.2064
69 H -4.7214 11.0113 -2.5057
70 H -4.6723 10.0508 -4.7330
71 H -4.3136 8.7071 -3.6345
72 Br -1.8253 7.0683 -8.4377
73 C -3.4904 7.7434 -9.1772
74 C -4.4106 8.2441 -8.0968
75 Br -5.2643 6.7905 -7.1289
76 H -3.9205 6.9400 -9.7653
77 H -3.2057 8.5613 -9.8351
78 H -5.2257 8.8194 -8.5302
79 H -3.8908 8.8452 -7.3582
80 Br -1.2034 0.7403 6.7191
81 C -2.9284 -0.1021 6.3759
82 C -3.8558 0.8248 5.6384
83 Br -4.5948 2.1803 6.8246
84 H -3.3187 -0.4201 7.3363
85 H -2.7041 -0.9783 5.7718
86 H -4.7149 0.2789 5.2564
87 H -3.3741 1.3501 4.8218
88 Br 5.1054 -2.1567 -8.5153
89 C 5.0188 -3.4629 -9.9542
90 C 6.1854 -3.3292 -10.8946
91 Br 5.9863 -1.8033 -12.0850
92 H 4.0628 -3.3255 -10.4478
93 H 5.0338 -4.4302 -9.4618
94 H 6.2447 -4.1965 -11.5476
95 H 7.1287 -3.2002 -10.3751
96 Br -6.2183 -2.1807 7.0953
97 C -6.3554 -3.5919 5.7679
98 C -5.0484 -3.8131 5.0590
99 Br -4.7093 -2.4188 3.7414
100 H -7.1596 -3.3154 5.0942
101 H -6.6409 -4.4803 6.3262
102 H -5.0716 -4.7418 4.4938
103 H -4.2000 -3.8244 5.7348
104 Br -0.5690 0.6572 -2.2310
105 C -1.9265 -0.6136 -2.7936
106 C -1.3450 -1.6713 -3.6946
107 Br -1.0258 -0.9974 -5.4934
108 H -2.7183 -0.0408 -3.2641
109 H -2.3019 -1.0589 -1.8758
110 H -2.0471 -2.4928 -3.8167
111 H -0.3968 -2.0561 -3.3350
112 Br -6.6004 -5.5400 9.5960
113 C -8.0532 -6.7630 9.1759
114 C -7.6093 -7.8808 8.2709
115 Br -7.4105 -7.2977 6.4252
116 H -8.8517 -6.1658 8.7490
117 H -8.3736 -7.1640 10.1345
118 H -8.3628 -8.6641 8.2394
119 H -6.6565 -8.3053 8.5677